(1)
This record from the Open Molecules 2025 dataset describes the ion C4H7O2 with charge -1. The level of theory is ωB97M-V/def2-TZVPD.

Element x y z (Å)
C -0.446 1.391 1.157
C -0.375 0.533 -0.140
C 0.436 -0.725 -0.045
C 0.565 -1.514 -1.402
O 0.411 -2.742 -1.286
O 0.829 -0.827 -2.395
H 0.580 1.675 1.381
H -0.829 0.747 1.946
H -1.163 2.189 0.988
H 0.009 1.149 -0.956
H -1.388 0.176 -0.359
H -0.045 -1.422 0.657
H 1.415 -0.628 0.454

Values from the calculation:
* energy relative to the best compared isomer or geometry (same formula, charge and spin): 4.3 kcal per mole
* Kohn-Sham gap: 7.81 eV
* structure (SMILES): CCCC(=O)[O-]
* net charge: -1
* DFT total energy: -8357.8891 eV



(2)
This record from the Open Molecules 2025 dataset describes the ion C4H7O2 with charge -1. The level of theory is ωB97M-V/def2-TZVPD.

Element x y z (Å)
O -2.056 0.781 -1.402
C -0.925 1.361 -1.348
C 0.202 0.812 -0.774
C 0.105 -0.429 0.072
C 1.373 -0.724 0.880
O 1.061 -1.389 2.120
H -0.828 2.376 -1.788
H 1.200 1.124 -1.073
H -0.732 -0.300 0.768
H -0.085 -1.316 -0.543
H 2.010 -1.433 0.378
H 1.885 0.211 1.063
H 0.350 -0.870 2.514

Values from the calculation:
* energy relative to the best compared isomer or geometry (same formula, charge and spin): 48.6 kcal per mole
* Kohn-Sham gap: 5.97 eV
* structure (SMILES): [O-]/C=C\CCO
* net charge: -1
* DFT total energy: -8355.9684 eV



(3)
This record from the Open Molecules 2025 dataset describes an isolated molecule of C4H7O2P. The level of theory is ωB97M-V/def2-TZVPD.

Element x y z (Å)
C -0.577 0.109 -1.104
P -0.099 0.842 0.565
C -1.080 -0.330 1.607
C 1.758 0.246 1.112
O 1.881 -0.411 2.050
C 2.718 0.663 0.060
O 2.795 1.755 -0.434
H 0.261 0.003 -1.822
H -1.137 0.842 -1.581
H -1.137 -0.805 -0.855
H -2.054 0.155 1.661
H -0.777 -0.437 2.739
H -1.171 -1.295 1.046
H 3.250 -0.240 -0.274

Values from the calculation:
* energy relative to the best compared isomer or geometry (same formula, charge and spin): 57.3 kcal per mole
* Kohn-Sham gap: 7.98 eV
* structure (SMILES): CP(C)C(=O)C=O
* DFT total energy: -17643.0808 eV



(4)
This record from the Open Molecules 2025 dataset describes a structure of composition C4H7O2Pm. The level of theory is ωB97M-V/def2-TZVPD.

Element x y z (Å)
O 2.200 0.397 -0.881
C 2.425 -0.720 -0.475
C 1.410 -1.627 0.170
O 0.192 -1.029 0.455
C -0.754 -0.998 -0.642
C -1.900 -0.072 -0.359
Pm -1.466 2.381 -1.202
H 3.402 -1.206 -0.692
H 1.866 -1.980 1.112
H 1.289 -2.504 -0.498
H -1.263 -1.971 -0.741
H -0.160 -1.103 -1.565
H -2.816 -0.447 -0.850
H -2.193 -0.037 0.704

Values from the calculation:
* energy relative to the best compared isomer or geometry (same formula, charge and spin): 27.9 kcal per mole
* Kohn-Sham gap (spin up / spin down): 6.13 / 6.22 eV
* spin multiplicity: 6
* <S²>: 8.757
* net charge: +1
* DFT total energy: -24899.9268 eV



(5)
This record from the Open Molecules 2025 dataset describes the ion C4H7O2S2 with charge -1. The level of theory is ωB97M-V/def2-TZVPD.

Element x y z (Å)
C -0.422 3.259 -0.212
S -0.110 1.937 -1.420
S -1.296 0.390 -0.882
C -0.328 -0.598 0.378
C -0.176 -2.054 -0.050
C 1.267 -2.555 0.313
O 1.491 -2.687 1.551
O 2.072 -2.704 -0.632
H -0.843 4.123 -0.725
H -1.026 2.969 0.640
H 0.558 3.568 0.151
H 0.671 -0.181 0.251
H -0.784 -0.463 1.349
H -0.240 -2.215 -1.127
H -0.835 -2.789 0.417

Values from the calculation:
* energy relative to the best compared isomer or geometry (same formula, charge and spin): 3.9 kcal per mole
* Kohn-Sham gap: 7.03 eV
* structure (SMILES): CSSCCC(=O)[O-]
* net charge: -1
* DFT total energy: -30028.5175 eV



(6)
This record from the Open Molecules 2025 dataset describes a structure of composition C4H7O2Yb. The level of theory is ωB97M-V/def2-TZVPD.

Element x y z (Å)
H 0.223 2.639 -0.610
O -0.663 2.511 -0.069
C -1.038 1.342 0.156
C -0.427 0.132 -0.398
C -0.020 -0.858 0.707
C 0.624 -2.100 0.143
O 1.778 -2.393 0.348
Yb 2.426 1.588 -1.055
H -1.871 1.264 0.869
H 0.403 0.387 -1.071
H -1.236 -0.318 -1.008
H -0.921 -1.208 1.240
H 0.652 -0.397 1.440
H 0.070 -2.587 -0.691

Values from the calculation:
* energy relative to the best compared isomer or geometry (same formula, charge and spin): 65.6 kcal per mole
* Kohn-Sham gap (spin up / spin down): 4.77 / 4.77 eV
* net charge: +1
* DFT total energy: -39873.9086 eV



(7)
This record from the Open Molecules 2025 dataset describes a cluster of 2 separate species, C4H7O3 in total. The level of theory is ωB97M-V/def2-TZVPD.

Element x y z (Å)
C 4.349 0.148 0.057
C -0.996 -1.023 -0.339
C 0.077 1.011 0.714
C 0.264 -0.477 0.376
O 4.398 0.999 0.856
O 4.540 -0.538 -0.905
O 0.038 1.864 -0.537
H -1.717 -1.449 0.390
H -1.410 -0.302 -1.034
H -0.683 -1.832 -0.833
H -0.819 1.302 1.193
H 0.883 1.414 1.348
H 1.127 -0.459 -0.279
H 0.180 1.160 -1.338

Values from the calculation:
* energy relative to the best compared isomer or geometry (same formula, charge and spin): 87.4 kcal per mole
* Kohn-Sham gap: 4.27 eV
* net charge: -1
* DFT total energy: -10402.0802 eV



(8)
This record from the Open Molecules 2025 dataset describes a cluster of 2 separate species, C4H7O3 in total. The level of theory is ωB97M-V/def2-TZVPD.

Element x y z (Å)
C -1.334 -0.980 -1.163
O -2.149 -1.974 -1.095
C -1.276 0.077 -0.236
C 0.072 -1.140 -0.226
C 1.809 1.855 1.359
O 1.798 0.988 2.239
O 0.864 2.178 0.592
H -1.048 -0.781 -2.203
H 0.458 -0.984 0.788
H -2.130 0.124 0.438
H -0.931 1.099 -0.373
H 0.274 -2.195 -0.416
H 0.847 -0.682 -0.849
H 2.746 2.415 1.146

Values from the calculation:
* energy relative to the best compared isomer or geometry (same formula, charge and spin): 93.7 kcal per mole
* Kohn-Sham gap: 8.25 eV
* net charge: -1
* DFT total energy: -10401.8093 eV



(9)
This record from the Open Molecules 2025 dataset describes a cluster of 2 separate species, C4H7O3 in total. The level of theory is ωB97M-V/def2-TZVPD.

Element x y z (Å)
O -0.128 -1.708 0.582
C -0.320 -1.144 1.694
O -0.762 0.065 1.932
H 0.029 -1.739 2.557
C 1.358 1.351 -0.427
C 0.290 0.788 -1.005
O -0.951 0.973 -0.538
C 0.450 -0.215 -2.114
H 2.342 1.250 -0.855
H 1.196 1.956 0.485
H -0.841 0.613 0.414
H 1.510 -0.465 -2.287
H -0.190 -1.085 -1.934
H 0.025 0.147 -3.074

Values from the calculation:
* energy relative to the best compared isomer or geometry (same formula, charge and spin): 21.1 kcal per mole
* Kohn-Sham gap: 8.70 eV
* net charge: -1
* DFT total energy: -10404.9561 eV



(10)
This record from the Open Molecules 2025 dataset describes a structure of composition C4H7O3. The level of theory is ωB97M-V/def2-TZVPD.

Element x y z (Å)
C -0.703 0.949 1.546
O -2.005 1.124 1.510
C -0.023 0.105 2.442
C -0.131 -0.076 0.507
C 0.810 -0.679 -3.447
O 1.505 -1.086 -4.394
O 0.980 -0.703 -2.209
H -0.289 1.968 1.406
H 0.917 0.065 0.254
H -0.516 -0.696 2.990
H 0.944 0.441 2.821
H -0.463 -1.110 0.683
H -0.776 0.061 -0.378
H -0.251 -0.363 -3.730

Values from the calculation:
* energy relative to the best compared isomer or geometry (same formula, charge and spin): 115.9 kcal per mole
* Kohn-Sham gap: 6.25 eV
* net charge: -1
* DFT total energy: -10400.8451 eV



(11)
This record from the Open Molecules 2025 dataset describes a structure of composition C4H7O3. The level of theory is ωB97M-V/def2-TZVPD.

Element x y z (Å)
O -1.491 0.044 -1.522
C -1.272 -0.226 -0.093
O -1.865 0.278 0.934
C 0.022 -0.986 0.123
C 1.054 0.033 0.503
C 1.186 1.232 -0.519
O 2.289 -0.508 0.751
H 0.311 -1.595 -0.777
H 0.081 -1.669 0.954
H 0.587 0.693 1.294
H 0.137 1.644 -0.744
H 1.782 2.061 -0.006
H 1.686 0.830 -1.317
H -1.991 -0.799 -0.793

Values from the calculation:
* energy relative to the best compared isomer or geometry (same formula, charge and spin): 85.2 kcal per mole
* Kohn-Sham gap (spin up / spin down): 9.68 / 8.58 eV
* spin multiplicity: 2
* <S²>: 0.755
* DFT total energy: -10397.6577 eV



(12)
This record from the Open Molecules 2025 dataset describes a structure of composition C4H7O3Pm. The level of theory is ωB97M-V/def2-TZVPD.

Element x y z (Å)
H -1.764 -3.141 -2.367
O 1.259 -1.561 -1.033
C 1.998 -0.549 -1.047
C 1.510 0.726 -0.658
O 0.247 0.817 -0.320
C -0.192 0.939 1.056
C -1.636 0.450 1.088
O -1.799 -0.828 0.609
Pm -0.969 -1.780 -1.085
H 3.013 -0.596 -1.469
H 2.165 1.570 -0.436
H -0.116 1.999 1.329
H 0.466 0.315 1.674
H -2.252 1.164 0.502
H -1.929 0.476 2.157

Values from the calculation:
* energy relative to the best compared isomer or geometry (same formula, charge and spin): 36.1 kcal per mole
* Kohn-Sham gap (spin up / spin down): 7.99 / 5.51 eV
* spin multiplicity: 6
* <S²>: 8.763
* net charge: +1
* DFT total energy: -26949.3033 eV



> Which value of DFT total energy does entry 9 give?

-10404.9561 eV



What did the first record say?
This record from the Open Molecules 2025 dataset describes the ion C4H7O2 with charge -1. The level of theory is ωB97M-V/def2-TZVPD.

Element x y z (Å)
C -0.446 1.391 1.157
C -0.375 0.533 -0.140
C 0.436 -0.725 -0.045
C 0.565 -1.514 -1.402
O 0.411 -2.742 -1.286
O 0.829 -0.827 -2.395
H 0.580 1.675 1.381
H -0.829 0.747 1.946
H -1.163 2.189 0.988
H 0.009 1.149 -0.956
H -1.388 0.176 -0.359
H -0.045 -1.422 0.657
H 1.415 -0.628 0.454

Values from the calculation:
* energy relative to the best compared isomer or geometry (same formula, charge and spin): 4.3 kcal per mole
* Kohn-Sham gap: 7.81 eV
* structure (SMILES): CCCC(=O)[O-]
* net charge: -1
* DFT total energy: -8357.8891 eV